No. 1
Molecular formula: C26H51N4O2PTc
Method: DFT, ωB97M-V with the def2-TZVPD basis set

Net charge: +3
Electronic energy in Ha: -1811.8610
Multiplicity: 5
Highest occupied orbital energy (alpha / beta) in eV: -16.18 / -16.24

Each line ends with the Mulliken spin population.
Cartesian coordinates (Å):
C  2.82377  -0.96846  -2.13445  0.21
N  2.05936  -1.56730  -1.14410  -0.01
C  2.29458  -2.84031  -0.76012  0.07
C  3.45051  -3.50803  -1.15910  0.14
C  4.35077  -2.85491  -2.00339  0.00
C  4.02822  -1.61132  -2.51807  0.20
Tc  0.62368  -0.42880  -0.21445  2.19
C  1.28700  -3.42139  0.16806  -0.01
N  0.64955  -2.30972  0.92590  -0.11
C  1.55340  -2.01082  2.07983  0.03
C  2.58012  -0.99111  1.67711  -0.02
C  2.28216  0.19901  -2.68937  0.34
P  0.80099  0.91902  -1.98976  -0.15
C  -0.40990  0.86204  -3.44599  0.04
C  0.01530  1.78737  -4.59815  0.00
C  1.42772  2.68748  -1.69811  0.05
C  0.22602  3.60453  -1.44304  0.01
C  2.35740  2.67160  -0.46830  0.01
C  2.26974  3.24611  -2.85672  0.00
C  -0.43283  -0.58034  -3.98622  0.02
C  -1.82698  1.26116  -3.01226  0.00
C  -0.65989  -2.73150  1.45815  0.03
C  -1.61271  -3.12333  0.35843  0.00
H  3.61670  -4.50605  -0.75855  0.00
H  5.29641  -3.33037  -2.26082  0.00
H  4.64290  -1.08617  -3.24710  0.00
H  2.77261  0.61831  -3.56648  -0.05
H  2.62423  3.71101  -0.21641  0.00
H  1.87478  2.22606  0.41293  -0.01
H  3.29256  2.12964  -0.67045  0.00
H  2.63377  4.23482  -2.54179  0.00
H  3.14149  2.61885  -3.06906  0.00
H  1.70392  3.39174  -3.77885  0.00
H  0.60448  4.58228  -1.11332  0.00
H  -0.36628  3.77616  -2.34888  0.00
H  -0.43531  3.21673  -0.65868  0.00
H  -0.65135  1.57454  -5.44693  0.00
H  -0.11444  2.84973  -4.36045  0.00
H  1.04050  1.60347  -4.93850  0.00
H  0.56197  -0.90318  -4.31660  -0.01
H  -0.80870  -1.29675  -3.24243  0.01
H  -1.10424  -0.61198  -4.85767  0.00
H  -1.87924  2.29597  -2.66023  0.00
H  -2.47970  1.17388  -3.89254  0.00
H  -2.21968  0.60541  -2.22714  0.00
H  0.52922  -3.99320  -0.38435  0.00
H  1.77389  -4.11445  0.87596  0.00
H  0.93429  -1.62886  2.89682  0.01
H  2.00475  -2.95637  2.41400  0.01
H  -1.04379  -1.87285  2.02026  0.00
H  -0.49401  -3.57623  2.14766  0.00
H  -2.63403  -3.13628  0.75708  0.00
H  -1.61403  -2.41084  -0.47473  0.01
H  -1.38527  -4.12905  -0.01272  0.00
H  2.77840  -0.32229  2.52147  0.00
H  3.51424  -1.48504  1.38222  0.01
H  2.25301  -0.31602  0.80759  0.02
H  -0.90351  -0.44669  -0.69596  -0.06
C  -5.39705  -3.01708  -1.57426  0.00
H  -5.36272  -4.03049  -1.15806  0.00
H  -5.72049  -3.07825  -2.62468  0.00
H  -6.13159  -2.43766  -1.00815  0.00
O  -4.12972  -2.39376  -1.37312  0.00
H  -3.75356  -2.20439  -2.25562  0.00
C  -1.57128  -1.15836  4.53028  -0.01
N  -1.62692  0.26637  4.27946  0.49
C  -2.71959  1.02600  4.85113  0.00
C  -2.13379  2.32635  5.35833  0.02
C  -1.41057  3.07396  4.28006  0.01
N  -0.88467  2.21257  3.26208  0.43
C  0.02026  2.86147  2.35243  0.00
C  -0.92720  0.84276  3.25940  -0.04
O  -0.32461  0.18761  2.36917  -0.09
H  -0.60307  -1.54615  4.19946  0.01
H  -2.39241  -1.69758  4.02327  0.04
H  -1.65652  -1.33027  5.61719  0.02
H  -3.50418  1.20991  4.08820  0.02
H  -3.13965  0.43930  5.67327  0.00
H  -1.43354  2.06811  6.16412  0.00
H  -2.90239  2.97361  5.78490  0.00
H  -0.60386  3.67152  4.72690  0.02
H  -2.09103  3.81015  3.81349  0.03
H  -0.32703  2.78929  1.31781  0.01
H  0.09982  3.92489  2.60590  0.01
H  1.02881  2.43316  2.39579  0.03

No. 2
Molecular formula: C26H51O14S6
Method: DFT, ωB97M-V with the def2-TZVPD basis set

Net charge: -1
Electronic energy in Ha: -4463.6424
Multiplicity: 1
Highest occupied orbital energy in eV: -4.05

Each line ends with the Mulliken charge.
Cartesian coordinates (Å):
C  -0.19617  -0.02996  -0.09501  0.67
C  -1.63176  -0.02253  -0.62941  -0.03
O  -2.65353  0.40166  -0.01605  -0.53
O  -1.78468  -0.48543  -1.80222  -0.61
H  -0.24014  0.16664  0.97621  -0.39
H  0.41349  0.72761  -0.58746  -0.02
H  0.28060  -1.00829  -0.03453  0.06
C  -1.03339  4.92088  0.64450  -0.65
C  -0.66137  5.69596  -0.63962  -0.69
C  -1.60968  5.17374  -1.77903  -0.77
S  -1.54152  3.30024  -1.59151  0.99
O  -0.27812  2.81536  -2.09127  -0.57
O  -2.78136  2.67434  -2.00578  -0.60
C  -1.48038  3.45847  0.27787  0.59
H  -1.91473  5.40550  1.06461  0.34
H  -0.31331  5.02198  1.45652  0.35
H  0.40983  5.73606  -0.83717  0.27
H  -0.80297  6.77373  -0.55929  0.40
H  -1.31631  5.36125  -2.81193  0.45
H  -2.62711  5.54522  -1.65680  0.33
H  -0.87896  2.71403  0.79961  -0.04
H  -2.53037  3.33757  0.54436  -0.39
C  -4.80486  0.72882  3.71332  -0.64
C  -4.65573  2.19120  3.16667  -0.54
C  -5.01603  2.27004  1.69219  0.08
S  -5.96855  0.73173  1.36520  0.96
O  -5.61671  0.24522  0.04453  -0.55
O  -7.33157  0.89586  1.74713  -0.73
C  -5.13227  -0.20735  2.64577  -0.27
H  -5.55786  0.80741  4.49749  0.23
H  -3.88213  0.40803  4.19679  0.36
H  -3.60652  2.47837  3.23566  0.20
H  -5.18885  2.95839  3.72818  0.40
H  -4.12229  2.03082  1.11592  -0.53
H  -5.39658  3.19320  1.25509  0.54
H  -4.13304  -0.34663  2.23319  -0.05
H  -5.56153  -1.19070  2.83770  0.49
C  4.21088  3.46311  0.66752  -0.79
C  2.93140  2.84302  0.24680  0.12
C  2.16953  2.54665  1.46831  0.19
S  3.40376  1.67302  2.57703  1.22
O  3.64968  0.30537  2.08268  -0.60
O  3.28927  1.88756  4.04208  -0.74
C  4.77162  2.73742  1.93147  -0.84
H  3.98951  4.51608  0.84170  0.30
H  4.92864  3.20014  -0.10949  0.36
H  3.11155  1.94652  -0.34646  -0.09
H  2.33457  3.55235  -0.32657  0.32
H  1.27929  1.91771  1.46814  -0.65
H  1.93237  3.51304  1.91323  0.38
H  5.57461  2.02502  1.74233  0.41
H  4.99852  3.38665  2.77712  0.34
C  1.48512  -1.48471  4.84305  -0.78
C  0.28825  -0.77372  4.18634  0.36
C  -0.55876  -1.85863  3.52895  -0.57
S  0.66994  -3.07404  2.85185  0.96
O  1.02134  -2.86885  1.45249  -0.44
O  0.21781  -4.39017  3.31537  -0.72
C  2.09632  -2.49115  3.88972  -0.62
H  1.30115  -1.91882  5.82580  0.35
H  2.28043  -0.78524  5.10058  0.37
H  0.68823  -0.10877  3.42086  -0.59
H  -0.20046  -0.09252  4.88292  0.49
H  -1.14569  -1.59753  2.64836  0.22
H  -1.22149  -2.35047  4.24098  0.33
H  2.78157  -2.13026  3.12270  0.25
H  2.56674  -3.32113  4.41693  0.39
C  2.77582  -1.50298  -2.25803  0.77
C  3.81518  -2.46520  -1.61930  -0.84
C  4.42068  -3.39278  -2.71639  -0.58
S  4.06536  -2.66298  -4.33718  1.00
O  2.93277  -3.32978  -5.00091  -0.56
O  5.29860  -2.33568  -5.02978  -0.69
C  3.42415  -1.09500  -3.57366  -1.00
H  2.42648  -0.64688  -1.68081  -0.15
H  1.89544  -2.09645  -2.50465  -0.39
H  3.42911  -2.86007  -0.67956  0.39
H  4.64264  -1.86482  -1.24119  0.31
H  3.80162  -4.28750  -2.78220  0.29
H  5.42619  -3.80976  -2.65995  0.45
H  2.71558  -0.51690  -4.16683  0.51
H  4.30556  -0.56604  -3.21115  0.45
C  -0.91440  -5.16711  -4.81041  -0.88
C  -0.01753  -4.35896  -3.82360  -0.46
C  -0.94143  -3.55909  -2.88113  0.06
S  -2.20332  -2.92044  -4.00127  1.13
O  -1.65624  -1.84008  -4.84942  -0.66
O  -3.41886  -2.68123  -3.24386  -0.63
C  -2.28122  -4.46839  -4.98557  -0.67
H  -1.01111  -6.15129  -4.35200  0.33
H  -0.24730  -5.35418  -5.65189  0.30
H  0.56964  -3.70756  -4.47091  0.23
H  0.59502  -5.07736  -3.27881  0.50
H  -0.49014  -2.73020  -2.33579  -0.37
H  -1.36566  -4.27168  -2.17378  0.33
H  -2.68191  -4.31016  -5.98682  0.45
H  -3.00994  -5.11551  -4.49738  0.31